This record from OMol25 describes one molecule with the formula C11H8N2O in a non-equilibrium geometry. The level of theory is ωB97M-V/def2-TZVPD.

Geometry as XYZ:
```
22
Properties=species:S:1:pos:R:3
C 2.73 -0.64 -0.65
C -1.93 -2.31 -0.01
C -0.75 -2.96 0.35
C -1.97 -0.92 -0.12
C 0.45 -2.23 0.44
C -0.78 -0.25 -0.17
C 0.43 -0.95 0.02
C -0.89 1.21 -0.21
C 0.23 2.00 -0.07
C 1.59 -0.04 -0.01
C 0.13 3.45 0.10
N 3.69 -1.25 -0.85
N 1.49 1.38 -0.02
O 1.97 0.68 1.11
H -2.72 -2.88 -0.39
H -0.59 -3.99 0.36
H -2.89 -0.48 -0.45
H 1.30 -2.78 0.66
H -1.88 1.59 -0.27
H -0.80 3.83 0.49
H 0.13 3.79 -0.86
H 1.06 3.77 0.54
```

Calculated values
orbital gap (alpha / beta) = 6.351 / 7.032 eV
spin multiplicity = 3
⟨S²⟩ = 2.035
E_LUMO (alpha / beta) = 0.6 / -2.7 eV
HOMO energy (alpha / beta) = -5.786 / -9.694 eV
charge = 0
energy relative to the best compared isomer or geometry (same formula, charge and spin) = 283.3 kJ/mol
molecular weight = 184.20 g mol⁻¹
E_tot = -608.4594 Eh